{
  "formula": "C3H5NS2",
  "method": "ωB97M-V with the def2-TZVPD basis set",
  "elements": ["C", "C", "C", "H", "H", "H", "H", "H", "N", "S", "S"],
  "coordinates": [[-3.2060, 0.7716, 0.0795], [0.5279, -0.3612, -0.1145], [1.6831, 0.4857, -0.1389], [-4.1872, 0.4094, -0.3063], [-2.6005, 1.6140, -0.3116], [-3.4414, 1.0886, 1.1013], [0.5954, -1.4906, -0.0794], [1.3676, 1.5293, -0.2867], [-0.5618, 0.3039, -0.1408], [-2.0199, -0.6564, 0.0139], [3.1555, -0.0096, 0.1055]],
  "atomic_forces_ev_per_a": [[0.4, -0.5, 0.9], [-0.8, -1.1, -0.3], [-0.8, 0.9, -0.2], [1.0, 0.8, -0.6], [-1.1, -0.5, -0.7], [0.3, -0.4, 0.1], [0.1, 1.3, 0.1], [0.5, -0.2, 0.0], [-1.7, -1.4, 0.4], [0.3, 1.5, 0.0], [1.7, -0.4, 0.2]],
  "mulliken_charge": [-0.706, 0.140, -0.287, 0.281, 0.263, 0.272, 0.288, 0.295, -0.287, 0.006, -0.265],
  "orbital_gap_ev": 7.95,
  "smiles": "CS/N=C/C=S",
  "total_charge": 0,
  "e_above_lowest_kcal_mol": 46.2,
  "lumo_ev": -0.9,
  "e_tot_ha": -968.3714
}